A structure of composition C27H35EuN2O5, computed with ωB97M-V with the def2-TZVPD basis set.

## Properties
Multiplicity: 7
Net charge: +2
<S²>: 12.065
Kohn-Sham gap (spin up / spin down): 6.771 / 8.323 eV
LUMO (spin up / spin down): -6.64 / -5.11 eV
HOMO level (spin up / spin down): -13.41 / -13.43 eV
F_max: 2.90 eV/Å
Energy above the lowest of the compared OMol25 structures with the same formula, charge and spin: 98.3 kJ/mol

```
70
Properties=species:S:1:pos:R:3:forces:R:3:lowdin_charge:R:1
Eu 8.831 8.467 9.586 -0.29 1.07 0.38 2.0699
C 10.599 5.864 10.728 -0.64 -0.41 -0.60 -0.1306
C 9.328 5.690 11.521 -0.69 0.20 0.51 -0.1211
O 8.292 6.603 11.046 0.34 -0.53 -0.38 -0.3050
C 6.948 6.068 11.143 0.61 -1.19 1.83 -0.1617
C 5.953 7.091 10.713 -0.46 0.84 0.83 -0.1514
O 6.333 7.647 9.421 -0.30 -1.38 0.33 -0.2181
C 6.030 6.696 8.350 -0.22 0.01 0.90 -0.1417
C 6.843 7.138 7.203 -0.49 1.22 0.44 -0.1475
O 8.222 7.166 7.563 0.25 -0.19 0.03 -0.2794
C 8.991 6.015 7.319 2.22 -1.76 0.64 -0.1527
C 9.452 5.274 8.611 -0.56 -0.12 0.06 -0.1293
O 10.284 6.161 9.361 -0.02 1.27 -0.36 -0.2355
H 11.199 4.960 10.760 0.12 -0.17 0.25 0.1490
H 11.166 6.689 11.110 0.44 0.45 -0.08 0.1026
H 9.505 5.889 12.585 -0.04 -0.08 -0.17 0.1530
H 8.979 4.676 11.414 -0.39 -0.38 0.02 0.1287
H 6.821 5.805 12.234 -0.33 0.30 -1.09 0.1695
H 6.861 5.115 10.589 0.27 0.36 0.03 0.1288
H 5.974 7.919 11.453 -0.02 -0.31 -0.73 0.1156
H 4.921 6.649 10.758 0.87 0.42 -0.51 0.1671
H 4.958 6.724 8.178 -0.10 0.11 -0.30 0.1545
H 6.289 5.663 8.569 0.10 -0.11 0.67 0.1283
H 6.517 8.176 7.073 0.49 -0.01 -0.75 0.1467
H 6.691 6.524 6.352 -0.19 -0.34 -1.01 0.1410
H 9.959 6.239 6.832 -0.74 0.53 -0.29 0.1364
H 8.528 5.232 6.720 -0.53 0.36 -0.24 0.1487
H 10.054 4.351 8.370 -0.94 0.74 0.11 0.1704
H 8.521 5.079 9.181 0.66 -0.48 -0.13 0.1115
C 12.908 9.162 11.793 1.69 -0.40 0.10 -0.0531
C 12.571 9.272 13.156 0.64 -0.24 -0.98 -0.0065
C 11.258 9.527 13.442 0.34 0.41 -0.51 0.0048
C 10.387 9.665 12.372 -1.58 -0.84 -1.31 -0.2205
N 10.637 9.340 11.057 1.82 0.24 1.44 -0.0158
C 11.960 9.151 10.808 -0.69 0.28 -0.53 -0.1505
C 9.005 10.085 12.568 -0.21 0.77 1.04 -0.2454
C 8.702 10.972 13.629 0.35 0.03 -0.16 -0.0348
C 7.450 11.510 13.760 -0.35 1.82 0.76 -0.0672
C 6.460 11.198 12.830 0.99 -0.60 0.44 -0.0770
C 6.761 10.295 11.845 0.78 -0.58 -0.88 -0.1689
C 8.064 9.723 11.627 -1.80 0.08 -0.40 -0.2084
H 13.969 9.039 11.495 -0.84 0.07 0.29 0.1288
H 13.371 9.155 13.882 -0.33 0.14 0.12 0.1288
H 10.868 9.723 14.418 0.05 -0.09 0.43 0.1193
H 12.223 9.062 9.750 0.07 -0.21 0.50 0.0968
H 9.457 11.397 14.291 0.08 -0.46 -0.15 0.1179
H 7.325 12.346 14.507 -0.15 -1.22 -0.77 0.1358
H 5.487 11.606 12.815 -0.82 0.62 0.38 0.1006
H 5.939 10.154 11.150 0.12 -0.41 -0.32 0.0908
O 10.647 8.516 7.990 1.82 -0.63 -0.90 -0.2638
C 11.385 9.606 7.272 -1.13 -1.14 -0.04 -0.1570
C 10.840 9.818 5.848 -0.40 -0.66 1.38 -0.1159
C 9.262 9.907 5.941 0.46 -0.40 -1.68 -0.1220
C 8.744 10.990 6.849 -0.01 0.08 -1.24 -0.2913
C 8.616 12.294 6.334 0.56 -0.29 2.37 0.0280
C 8.284 13.272 7.262 0.24 0.53 -0.45 -0.0271
C 8.046 12.977 8.583 -0.50 -0.64 0.07 -0.0315
C 8.115 11.663 8.978 0.01 -0.30 -1.12 -0.0964
N 8.440 10.659 8.107 0.07 0.41 1.16 0.0189
H 11.145 7.678 7.840 -0.62 0.76 0.33 0.1041
H 12.458 9.470 7.391 -0.03 -0.20 -0.23 0.1307
H 11.073 10.418 7.883 0.11 1.16 0.25 0.0967
H 11.136 9.060 5.087 -0.13 0.41 0.74 0.1314
H 11.326 10.758 5.604 -0.34 0.33 -0.61 0.1202
H 8.811 8.919 6.200 0.61 0.79 -0.11 0.0956
H 8.967 10.115 4.882 -0.14 -0.05 0.91 0.1342
H 9.027 12.573 5.398 -0.18 -0.06 -0.99 0.1187
H 8.267 14.324 7.041 -0.05 0.17 -0.65 0.1224
H 7.721 13.761 9.242 0.15 0.06 0.40 0.1204
H 7.897 11.373 9.979 -0.07 -0.16 0.53 0.0606
```
Positions in Å, forces in eV/Å.

A structure of composition C27H35FeN4O6Sb, computed with ωB97M-V with the def2-TZVPD basis set.

## Properties
Multiplicity: 5
<S²>: 6.078
Kohn-Sham gap (spin up / spin down): 5.886 / 4.842 eV
LUMO (spin up / spin down): -1.26 / -2.33 eV
HOMO level (spin up / spin down): -7.15 / -7.18 eV
F_max: 3.84 eV/Å
Energy above the lowest of the compared OMol25 structures with the same formula, charge and spin: 36.5 kJ/mol

```
74
Properties=species:S:1:pos:R:3:forces:R:3:lowdin_charge:R:1
O 4.388 2.679 -1.628 1.20 1.78 1.29 -0.4048
H 5.048 3.328 -1.183 -1.70 -1.69 -1.24 -0.0027
Fe 1.950 0.342 0.096 -0.04 -1.32 -0.07 0.5163
N 1.764 1.368 -1.441 -0.50 1.64 -2.12 -0.1598
N 1.439 1.888 0.948 -0.53 3.72 0.80 -0.1707
N 2.132 -1.291 -0.796 0.14 -3.31 0.65 -0.1299
N 1.540 -0.782 1.509 -0.20 -3.29 1.40 -0.1299
O 1.778 0.970 -2.664 0.10 0.33 1.22 -0.0222
O 2.512 -1.429 -2.085 -0.70 0.87 -0.21 -0.0172
O 1.258 -0.371 2.797 0.79 0.14 -1.11 -0.0607
O 1.319 2.081 2.229 0.26 -0.63 -1.08 -0.0740
C 1.458 3.016 0.168 0.10 -2.04 0.38 -0.2147
C 1.640 2.717 -1.208 0.83 -0.71 0.09 -0.2046
C 2.018 -2.437 -0.051 0.16 2.31 -2.60 -0.2293
C 1.654 -2.139 1.283 -0.69 3.09 1.57 -0.2355
C 1.696 3.700 -2.306 -0.56 0.24 0.20 -0.0063
H 2.657 3.632 -2.816 -0.02 -0.18 0.04 0.0852
H 1.588 4.681 -1.848 0.08 0.10 -0.35 0.0712
H 0.858 3.544 -2.994 0.17 -0.04 -0.05 0.0991
C 1.323 4.343 0.790 -0.10 0.35 -0.40 0.0058
H 2.118 4.520 1.520 -0.16 -0.10 -0.02 0.1044
H 0.352 4.391 1.289 0.13 0.13 0.14 0.0907
H 1.377 5.101 0.003 -0.05 -0.01 0.40 0.0772
C 2.157 -3.807 -0.649 0.12 -0.22 0.33 0.0072
C 1.365 -3.142 2.347 0.06 -0.49 0.09 0.0022
H 2.693 -3.802 -1.613 -0.23 0.17 0.55 0.0932
H 1.154 -4.248 -0.806 0.45 0.20 0.09 0.0767
H 2.686 -4.456 0.072 -0.18 0.19 -0.40 0.0952
H 0.880 -2.687 3.226 0.32 -0.11 -0.50 0.0877
H 2.312 -3.623 2.665 -0.48 0.18 -0.04 0.1035
H 0.702 -3.935 1.944 0.34 0.40 0.18 0.0948
H 2.215 -0.510 -2.502 0.65 -0.95 0.27 0.0818
H 1.350 0.685 2.706 -0.41 -0.70 0.17 0.0622
C 3.761 0.612 0.558 2.17 0.10 0.65 -0.0826
H 4.202 1.279 -0.211 -0.29 -0.04 -0.19 0.0099
H 4.312 -0.343 0.603 -0.24 0.30 0.04 0.0457
H 3.810 1.136 1.523 -0.06 -0.33 -0.11 0.0433
O 4.677 0.691 -3.372 -0.05 0.39 0.57 -0.1328
H 4.627 1.629 -2.997 0.12 -1.03 0.11 -0.0053
H 4.795 0.156 -2.564 -0.02 0.49 -0.58 0.0101
C -2.785 -4.749 0.852 0.19 -0.02 -0.09 -0.0876
C -1.910 -4.558 -0.229 0.02 0.18 0.04 -0.0886
C -1.396 -3.281 -0.502 -0.23 -0.34 0.25 -0.1491
C -1.761 -2.206 0.322 0.42 0.61 -0.21 -0.3556
C -2.635 -2.388 1.392 -0.03 -0.42 0.01 -0.1323
C -3.145 -3.664 1.656 0.06 0.05 -0.06 -0.0805
Sb -1.003 -0.234 -0.233 -0.97 -0.39 -0.01 1.6102
C -2.627 0.052 -1.650 0.42 0.31 0.57 -0.3803
C -2.317 0.408 -2.968 -0.44 -0.07 -0.01 -0.1352
C -3.358 0.482 -3.906 -0.05 0.04 0.08 -0.0888
C -4.685 0.221 -3.525 0.36 0.02 0.15 -0.0867
C -4.970 -0.120 -2.196 0.20 0.09 0.04 -0.0849
C -3.939 -0.194 -1.247 -0.41 0.03 -0.56 -0.1260
C -1.598 0.905 1.519 -0.52 -0.38 -0.71 -0.3746
C -2.115 2.191 1.330 0.03 0.13 0.52 -0.1370
C -2.493 2.945 2.452 0.07 -0.08 -0.03 -0.0876
C -2.388 2.407 3.745 0.12 -0.01 -0.26 -0.0792
C -1.894 1.108 3.912 0.04 0.13 -0.19 -0.0719
C -1.497 0.360 2.798 -0.31 0.11 0.28 -0.1653
H -3.169 -5.753 1.077 0.15 0.51 -0.15 0.1062
H -1.618 -5.402 -0.866 -0.19 0.31 0.29 0.1063
H -0.716 -3.144 -1.359 -0.43 0.02 0.48 0.1004
H -2.915 -1.549 2.037 0.04 -0.35 -0.33 0.0873
H -3.823 -3.796 2.501 0.18 -0.06 -0.27 0.1058
H -1.277 0.632 -3.257 -0.58 -0.18 0.09 0.0924
H -3.125 0.752 -4.941 -0.14 -0.09 0.35 0.1037
H -5.496 0.300 -4.262 0.43 -0.09 0.36 0.1054
H -5.996 -0.328 -1.887 0.26 0.09 -0.13 0.1027
H -4.177 -0.446 -0.205 0.14 0.06 -0.46 0.0996
H -2.231 2.606 0.318 0.06 -0.16 0.49 0.1038
H -2.872 3.962 2.305 0.08 -0.37 0.12 0.1034
H -2.689 3.000 4.619 0.14 -0.29 -0.47 0.1064
H -1.800 0.663 4.904 -0.09 0.21 -0.25 0.1082
H -1.146 -0.665 2.950 -0.04 0.52 -0.08 0.0890
```
Positions in Å, forces in eV/Å.

A structure of composition C27H35HgN4O6Sb, computed with ωB97M-V with the def2-TZVPD basis set.

## Properties
Kohn-Sham gap (spin up / spin down): 4.833 / 6.703 eV
LUMO (spin up / spin down): -3.04 / -1.30 eV
HOMO level (spin up / spin down): -7.87 / -8.00 eV
F_max: 3.19 eV/Å

```
74
Properties=species:S:1:pos:R:3:forces:R:3:lowdin_charge:R:1
O 0.170 -1.208 -5.064 -1.79 -0.54 -1.29 -0.1411
H -0.624 -1.376 -5.654 1.55 0.45 1.07 0.0725
Hg -0.736 0.351 -2.721 0.70 -0.71 0.09 1.1871
N 1.010 -1.265 -2.399 0.75 0.36 0.10 -0.1452
N -1.397 -1.700 -1.510 -0.92 -0.74 0.06 -0.1099
N 0.123 2.324 -2.003 -1.62 1.17 1.35 -0.1198
N -1.863 1.165 -0.727 0.06 3.16 0.39 -0.1132
O 2.214 -1.041 -2.617 -1.10 -0.50 0.07 -0.0157
O 1.209 2.767 -2.639 -0.17 0.43 0.01 -0.0711
O -2.880 0.523 -0.128 -0.13 -0.75 -0.19 -0.0731
O -2.554 -1.883 -0.973 0.90 0.18 -0.70 -0.1034
C -0.781 -2.796 -2.031 1.23 0.98 -0.13 -0.2556
C 0.532 -2.553 -2.531 -0.83 0.58 -0.12 -0.2607
C -0.601 3.098 -1.213 2.10 -0.87 -1.19 -0.2643
C -1.711 2.462 -0.482 -0.19 -3.13 -0.35 -0.2813
C 1.320 -3.439 -3.393 0.46 -0.71 0.05 -0.0278
H 1.289 -3.033 -4.419 0.09 -0.12 0.45 0.0900
H 0.935 -4.456 -3.384 0.16 0.01 -0.08 0.0701
H 2.356 -3.431 -3.037 -0.07 -0.10 -0.24 0.0924
C -1.411 -4.139 -1.996 -0.07 -0.30 -0.12 -0.0101
H -2.408 -4.087 -2.463 0.26 -0.07 0.33 0.0977
H -1.513 -4.480 -0.953 -0.13 0.12 -0.36 0.0940
H -0.790 -4.853 -2.552 -0.34 0.18 0.29 0.0721
C -0.271 4.536 -0.955 0.08 0.23 -0.06 -0.0120
C -2.473 3.225 0.533 -0.42 0.34 0.27 -0.0155
H 0.298 4.969 -1.789 -0.12 -0.27 0.28 0.0880
H 0.316 4.641 -0.027 -0.18 -0.02 -0.34 0.0760
H -1.198 5.108 -0.823 0.25 -0.09 -0.02 0.0821
H -3.159 2.601 1.104 0.11 -0.12 -0.19 0.0820
H -3.058 4.024 0.068 -0.02 -0.05 -0.01 0.0913
H -1.792 3.711 1.237 0.08 -0.06 -0.02 0.0839
H 1.193 2.109 -3.491 0.05 0.21 -0.07 0.0206
H -2.786 -0.449 -0.502 -0.40 0.80 0.78 0.0412
C -2.550 0.408 -3.843 -1.08 0.10 -0.47 -0.1204
H -2.398 -0.004 -4.841 0.13 0.10 0.27 -0.0023
H -2.830 1.464 -3.861 0.13 -0.18 0.00 0.0104
H -3.231 -0.186 -3.238 0.02 0.00 -0.02 -0.0019
O 0.745 1.234 -4.504 0.19 0.10 -0.31 -0.3516
H 0.315 -0.218 -5.009 0.31 -0.14 -0.03 -0.0423
H 0.798 1.657 -5.376 -0.19 0.05 0.49 0.0180
C 0.385 3.889 3.990 -0.11 -0.20 -0.15 -0.0930
C 1.061 3.961 2.767 0.07 -0.21 0.02 -0.0980
C 1.121 2.839 1.930 -0.29 0.25 0.34 -0.1546
C 0.467 1.659 2.299 0.31 -0.62 -0.13 -0.3738
C -0.157 1.566 3.542 -0.17 0.57 0.17 -0.1341
C -0.230 2.693 4.374 0.20 -0.10 -0.15 -0.0827
Sb 0.633 -0.038 0.939 0.42 0.20 0.10 1.5288
C 2.556 -0.664 1.761 -0.73 0.06 -0.10 -0.3849
C 3.616 -0.842 0.869 0.31 -0.09 0.32 -0.1423
C 4.901 -1.100 1.363 -0.18 0.02 0.28 -0.0890
C 5.111 -1.183 2.748 -0.30 0.02 -0.24 -0.0943
C 4.037 -1.030 3.636 -0.16 0.07 -0.32 -0.0880
C 2.753 -0.759 3.138 0.72 -0.19 0.16 -0.1263
C -0.738 -1.421 1.875 0.52 0.18 0.16 -0.3956
C -0.415 -2.782 1.893 -0.55 -0.08 0.21 -0.1397
C -1.332 -3.703 2.417 0.03 0.08 -0.08 -0.0955
C -2.561 -3.276 2.932 0.21 0.38 -0.18 -0.0876
C -2.869 -1.910 2.922 0.30 -0.14 -0.20 -0.0756
C -1.961 -0.988 2.385 -0.28 -0.32 0.27 -0.1589
H 0.350 4.756 4.650 -0.03 -0.20 -0.21 0.1007
H 1.558 4.885 2.465 -0.11 -0.26 0.15 0.1037
H 1.698 2.891 1.004 -0.24 -0.02 0.13 0.0994
H -0.596 0.625 3.879 0.06 0.29 -0.14 0.0865
H -0.757 2.620 5.326 0.21 0.07 -0.21 0.1027
H 3.452 -0.771 -0.208 0.03 0.01 0.24 0.0765
H 5.731 -1.231 0.665 -0.22 0.05 0.28 0.1022
H 6.113 -1.365 3.134 -0.23 0.01 -0.09 0.0981
H 4.194 -1.113 4.715 0.00 0.05 -0.35 0.1009
H 1.926 -0.615 3.837 0.19 -0.04 -0.22 0.0958
H 0.543 -3.128 1.505 -0.18 0.05 0.10 0.0971
H -1.081 -4.765 2.420 -0.07 0.24 0.03 0.0999
H -3.278 -3.996 3.329 0.24 0.18 -0.09 0.1006
H -3.816 -1.555 3.321 0.13 -0.10 -0.06 0.1026
H -2.221 0.072 2.385 0.05 -0.33 -0.08 0.0876
```
Positions in Å, forces in eV/Å.

> What is the F_max in the third record?

3.19 eV/Å

> The lowest F_max belongs to which entry?

C27H35EuN2O5

> Which value of F_max does entry 1 give?

2.90 eV/Å

> Which of these has the highest F_max?

C27H35FeN4O6Sb